## P
Molecular formula: C3H7NO3S2
Method: DFT, the ωB97M-V functional and the def2-TZVPD basis

HOMO-LUMO gap = 10.10 eV
SMILES = CS(=O)(=O)[C@H](S)C(N)=O

The geometry in ORCA input format:
```
! wB97M-V def2-TZVPD RIJCOSX def2/J DEFGRID3
* xyz 0 1
C 2.2634 -0.2501 0.4202
S 0.7345 -0.8996 -0.2481
O 0.6867 -2.2896 0.2288
O 0.5130 -0.7613 -1.6557
C -0.7816 0.0044 0.6609
S -2.1169 -1.2268 0.3881
C -0.8011 1.2690 -0.0309
N -1.8165 1.5250 -0.8365
O 0.1893 1.9571 0.0935
H 2.0510 -0.0534 1.4824
H 3.0236 -1.1249 0.5887
H 2.6125 0.5252 -0.0697
H -0.5877 -0.0455 1.7452
H -1.3611 -1.9599 -0.4938
H -2.5871 0.9315 -0.8652
H -2.0222 2.3990 -1.4079
*
```

=====

## Q
Molecular formula: C3H7NO3S2
Method: DFT, the ωB97M-V functional and the def2-TZVPD basis

HOMO-LUMO gap = 9.43 eV

The geometry in ORCA input format:
```
! wB97M-V def2-TZVPD RIJCOSX def2/J DEFGRID3
* xyz 0 1
C -0.2070 0.0741 2.1427
C -1.2279 -0.2631 1.3669
C -0.9355 -0.4384 -0.0926
N 0.0732 -1.4559 -0.4015
O 0.6690 -0.1391 -2.5800
O 1.3423 2.1430 -1.5462
O -0.4037 0.8205 -0.4913
S 2.4199 0.1246 -0.1115
S 0.9829 0.5106 -1.3077
H -0.2266 0.5658 3.1116
H 0.7962 0.0932 1.6677
H -2.2705 -0.2689 1.7223
H -1.8098 -0.4708 -0.7754
H 0.7889 2.6648 -2.1483
H 0.3281 -1.8545 0.5103
H -0.3193 -2.1060 -1.0672
*
```

=====

P is favored, and the nearest alternative lies 37.7 kcal/mol above it.

=====

## P
Molecular formula: C20H24N4O3S
Method: DFT, the ωB97M-V functional and the def2-TZVPD basis

HOMO-LUMO gap = 8.65 eV
SMILES = COc1ccc([C@@H](C(=O)NC2CCCC2)N(C(=O)c2csnn2)C2CC2)cc1

The geometry in ORCA input format:
```
! wB97M-V def2-TZVPD RIJCOSX def2/J DEFGRID3
* xyz 0 1
C -4.9143 -3.7713 1.9375
O -4.1605 -3.5904 0.7639
C -3.4580 -2.4346 0.6127
C -2.7273 -2.3141 -0.5698
C -1.9808 -1.1842 -0.8226
C -1.9308 -0.1453 0.1006
C -1.1545 1.1208 -0.1711
C -0.5419 1.7746 1.0923
O -0.5871 2.9793 1.2489
N 0.0265 0.9130 1.9417
C 0.7470 1.3207 3.1263
C 0.2851 0.5078 4.3501
C 1.3778 -0.5370 4.5610
C 2.6495 0.2354 4.2259
C 2.2584 1.0341 2.9823
N -0.0918 0.9449 -1.1639
C 0.8899 0.0474 -0.9562
O 0.9331 -0.7310 -0.0188
C 1.9989 0.0609 -1.9616
C 3.1977 0.7136 -1.8060
S 4.1848 0.3334 -3.1453
N 3.0011 -0.6274 -3.7871
N 1.9613 -0.6772 -3.0885
C -0.0363 1.8979 -2.2330
C -1.2552 2.0994 -3.0860
C -0.0433 1.4410 -3.6628
C -2.6734 -0.2609 1.2671
C -3.4293 -1.3901 1.5299
H -4.2800 -3.7558 2.8298
H -5.3762 -4.7527 1.8426
H -5.6972 -3.0119 2.0344
H -2.7622 -3.1254 -1.2791
H -1.4275 -1.1187 -1.7471
H -1.8362 1.8738 -0.5841
H 0.1325 -0.0505 1.6427
H 0.5440 2.3873 3.2504
H -0.6951 0.0648 4.1801
H 0.2216 1.1595 5.2219
H 1.3824 -0.9389 5.5730
H 1.2502 -1.3621 3.8589
H 3.5035 -0.4154 4.0459
H 2.8971 0.9116 5.0458
H 2.8379 1.9499 2.8780
H 2.4149 0.4266 2.0890
H 3.5188 1.3567 -1.0137
H 0.5460 2.7828 -1.9870
H -2.1146 1.4751 -2.8945
H -1.5018 3.1057 -3.3866
H 0.5660 1.9848 -4.3687
H -0.0890 0.3806 -3.8563
H -2.6698 0.5472 1.9840
H -3.9899 -1.4396 2.4500
*
```

=====

## Q
Molecular formula: C20H24N4O3S
Method: DFT, the ωB97M-V functional and the def2-TZVPD basis

HOMO-LUMO gap = 8.40 eV
SMILES = CCCCCCn1c(SCC(=O)c2ccccc2)nc2c1c(=O)[nH]c(=O)n2C

The geometry in ORCA input format:
```
! wB97M-V def2-TZVPD RIJCOSX def2/J DEFGRID3
* xyz 0 1
C 2.8848 1.8937 6.0406
C 2.2718 1.2506 4.8024
C 0.7602 1.0862 4.9482
C 0.0856 0.5430 3.6889
C 0.4533 -0.9102 3.3974
C -0.3149 -1.4731 2.1997
N -0.0353 -0.7280 1.0003
C -0.7987 0.2117 0.4149
S -2.3909 0.6494 0.9202
C -2.6986 1.9110 -0.3524
C -2.1945 1.5692 -1.7524
O -1.7122 2.4469 -2.4305
C -2.4541 0.2069 -2.2737
C -1.6614 -0.2416 -3.3304
C -1.8369 -1.5072 -3.8525
C -2.8204 -2.3370 -3.3370
C -3.6326 -1.8889 -2.3085
C -3.4540 -0.6251 -1.7750
N -0.2325 0.7694 -0.6426
C 0.9714 0.1696 -0.7496
C 1.1347 -0.7678 0.2627
C 2.3251 -1.5515 0.3865
O 2.5992 -2.3924 1.2171
N 3.2169 -1.2172 -0.6341
C 3.1001 -0.2910 -1.6566
O 3.9818 -0.1218 -2.4647
N 1.9186 0.4194 -1.6890
C 1.7256 1.4247 -2.7138
H 3.9603 2.0020 5.9229
H 2.6959 1.2820 6.9200
H 2.4572 2.8794 6.2118
H 2.7369 0.2774 4.6392
H 2.4832 1.8727 3.9293
H 0.5477 0.4204 5.7876
H 0.3248 2.0607 5.1823
H 0.3658 1.1722 2.8400
H -0.9990 0.6131 3.8084
H 0.2219 -1.5283 4.2659
H 1.5201 -1.0030 3.1931
H -0.0138 -2.5100 2.0307
H -1.3936 -1.4241 2.3732
H -3.7807 2.0511 -0.3769
H -2.2245 2.8401 -0.0340
H -0.9074 0.4226 -3.7229
H -1.2110 -1.8481 -4.6637
H -2.9599 -3.3281 -3.7426
H -4.4116 -2.5273 -1.9188
H -4.1101 -0.2905 -0.9862
H 4.0954 -1.7240 -0.6309
H 2.5341 2.1545 -2.6650
H 0.7678 1.9092 -2.5412
H 1.7465 0.9564 -3.6983
*
```

=====

Q is favored, and the nearest alternative lies 77.2 kcal/mol above it.

=====

## P
Molecular formula: C2H10NO2S
Method: DFT, the ωB97M-V functional and the def2-TZVPD basis

HOMO-LUMO gap = 6.34 eV

The geometry in ORCA input format:
```
! wB97M-V def2-TZVPD RIJCOSX def2/J DEFGRID3
* xyz -1 1
C 0.5060 -0.5262 -0.3189
C -0.7244 -0.4272 -1.1514
S -0.1685 -0.8948 -2.8850
N 1.1161 0.8433 -0.1560
H 1.2606 -1.2309 -0.7979
H 0.1641 -0.8919 0.6571
H -1.2933 0.5793 -1.1199
H -1.5012 -1.0605 -0.8561
H 0.6391 1.4756 -0.6636
H 2.1407 0.6893 -0.3160
H 3.0475 0.3955 2.1756
H 2.0471 1.0737 1.4768
O 2.6170 1.1830 2.2372
H -3.3694 0.1419 0.0458
H -2.8405 -0.7830 1.0797
O -3.6408 -0.5672 0.5926
*
```

=====

## Q
Molecular formula: C2H10NO2S
Method: DFT, the ωB97M-V functional and the def2-TZVPD basis

HOMO-LUMO gap = 6.71 eV

The geometry in ORCA input format:
```
! wB97M-V def2-TZVPD RIJCOSX def2/J DEFGRID3
* xyz -1 1
C -0.3268 0.2143 -0.1967
C 0.8693 -0.4568 0.4427
S 2.3025 -0.5048 -0.6080
N -0.0153 1.6689 -0.3329
H -0.7353 -0.1703 -1.1317
H -1.0895 0.1525 0.6955
H 1.0113 0.2644 1.2475
H 0.6105 -1.4503 0.8633
H 0.9579 1.6607 -0.6427
H -0.5760 1.9948 -1.1249
H 2.4521 -2.6585 -2.8034
H 2.0011 -2.2485 -1.4299
O 1.9189 -3.0274 -2.0924
H -3.1096 0.7810 2.1296
H -2.7968 2.2248 2.4100
O -3.4743 1.5551 2.5739
*
```

=====

Q is favored, and the nearest alternative lies 21.1 kcal/mol above it.